1.
{"formula": "C7H13NO", "method": "the ωB97M-V functional and the def2-TZVPD basis", "max_force_ev_per_a": 3.70, "smiles": "[H]/N=C(\\CCCC)C(C)=O", "energy_ev": -11005.4271, "elements": ["H", "N", "C", "C", "C", "C", "C", "C", "C", "O", "H", "H", "H", "H", "H", "H", "H", "H", "H", "H", "H", "H"], "xyz": [[0.772167, 0.463106, -2.274670], [0.173900, -0.169853, -1.747343], [-0.619875, 0.445595, -0.931275], [-0.417144, 1.822009, -0.370487], [0.548029, 1.579994, 0.776813], [1.023529, -0.039744, 1.368194], [1.814217, -0.852047, 0.427064], [-1.697954, -0.361597, -0.263178], [-1.761088, -1.818527, -0.626968], [-2.452675, 0.147746, 0.539194], [0.002768, 2.492149, -1.122367], [-1.371428, 2.204353, -0.009561], [0.171497, 2.038391, 1.688830], [1.538518, 1.972034, 0.543421], [1.592789, 0.269208, 2.241477], [0.083483, -0.500564, 1.657961], [1.809411, -1.912622, 0.660246], [1.243636, -0.786480, -0.670222], [2.820739, -0.472360, 0.273821], [-0.872242, -2.325699, -0.251705], [-2.652595, -2.269322, -0.199418], [-1.749683, -1.925769, -1.709827]], "forces_ev_per_a": [[0.341, 0.185, 0.452], [-2.417, 0.843, -0.344], [0.800, -0.001, -1.064], [-0.280, -0.616, -0.490], [1.638, -1.960, 1.605], [-1.672, 3.184, -0.620], [-0.955, -0.139, -3.386], [-0.209, -0.594, 0.387], [-0.183, 0.053, -0.088], [0.232, 0.010, -0.332], [-0.041, -0.015, 0.061], [0.140, 0.073, -0.053], [0.148, 0.099, -0.027], [-0.118, 0.261, 0.029], [-0.160, -0.180, 0.206], [0.078, -0.215, 0.281], [0.261, -0.097, 0.232], [2.102, -0.719, 2.959], [0.190, -0.118, 0.151], [0.090, -0.006, 0.006], [0.005, 0.036, 0.037], [0.009, -0.085, -0.002]]}

2.
{"formula": "C7H13NO", "method": "the ωB97M-V functional and the def2-TZVPD basis", "max_force_ev_per_a": 3.68, "smiles": "C[C@@H]1[C@@H](O)CC2CN1C2", "energy_ev": -11005.1436, "elements": ["C", "C", "C", "O", "C", "C", "C", "N", "C", "H", "H", "H", "H", "H", "H", "H", "H", "H", "H", "H", "H", "H"], "xyz": [[-2.236033, -0.305360, -0.612992], [-0.994252, 0.118404, 0.268428], [-0.053623, 0.913818, -0.762277], [-0.301314, 2.317678, -0.797198], [1.419958, 0.767486, -0.421572], [1.633145, -0.535573, 0.407677], [0.787088, -0.373265, 1.688822], [-0.323832, -1.045082, 0.959906], [0.614554, -1.580380, -0.061865], [-2.258824, 0.370131, -1.453335], [-3.185999, -0.276100, -0.118818], [-2.064677, -1.265675, -1.113579], [-1.312714, 0.951051, 0.876316], [-0.205662, 0.450539, -1.756639], [-1.192075, 2.447604, -0.412838], [2.117953, 0.820876, -1.291100], [1.725040, 1.595060, 0.263439], [2.735890, -0.850212, 0.443686], [1.186623, -0.992932, 2.559461], [0.786793, 0.603838, 2.164705], [0.295034, -1.527197, -1.050050], [0.826926, -2.604709, 0.219823]], "forces_ev_per_a": [[1.538, -0.076, 0.115], [-0.736, -0.065, -2.540], [0.908, -0.755, 0.169], [-1.419, -0.404, 0.345], [1.540, -0.253, 1.042], [1.839, 0.399, -0.766], [2.647, -2.280, 1.153], [-2.208, 2.754, -0.132], [0.913, -0.271, 2.560], [-0.367, 0.561, -0.204], [-0.396, -0.243, 0.438], [-0.072, -0.124, 0.501], [-0.129, -0.362, 1.309], [-0.119, 0.487, 0.234], [0.604, 0.183, -0.491], [-0.770, -0.099, 0.372], [-0.282, -0.358, -0.642], [-1.519, 0.570, 0.146], [-0.635, 0.123, -1.176], [-1.016, 0.450, -0.607], [-0.641, -0.028, -1.716], [0.317, -0.209, -0.110]]}

3.
{"formula": "C7H13NO", "method": "the ωB97M-V functional and the def2-TZVPD basis", "max_force_ev_per_a": 2.76, "smiles": "C=C(C)[C@H](C)O.C=C=N", "energy_ev": -11003.9618, "elements": ["C", "C", "C", "C", "C", "O", "H", "H", "H", "H", "H", "H", "H", "H", "H", "H", "C", "C", "N", "H", "H", "H"], "xyz": [[2.201417, -0.890775, -0.302751], [0.885214, -1.034423, -0.197741], [0.249788, -2.191798, 0.521256], [-0.058359, 0.018564, -0.754238], [-1.147941, -0.534674, -1.676991], [0.540095, 1.114597, -1.271686], [2.881451, -1.647437, 0.064402], [2.628681, -0.084602, -0.881023], [-0.265069, -2.853671, -0.178317], [0.995442, -2.779639, 1.054860], [-0.495491, -1.848156, 1.244198], [-0.629154, 0.411974, 0.214949], [-0.679182, -0.985276, -2.552079], [-1.775856, 0.286205, -2.019084], [-1.761035, -1.288525, -1.187084], [0.556717, 1.886493, -0.404487], [-0.066253, 2.655177, 0.788629], [-0.835927, 1.717973, 1.402720], [-1.602930, 1.307456, 2.261143], [0.717754, 3.105281, 1.385397], [-0.589295, 3.322842, 0.107712], [-1.750068, 0.312414, 2.380213]], "forces_ev_per_a": [[-0.067, -0.246, -0.392], [0.075, 0.190, 0.034], [0.046, -0.003, -0.081], [-1.011, 0.026, 1.423], [0.322, 0.078, -0.036], [0.591, 1.949, 1.275], [0.002, -0.018, 0.190], [-0.056, 0.170, 0.104], [-0.024, -0.004, 0.015], [-0.002, 0.008, -0.007], [-0.026, 0.005, 0.007], [0.444, -0.927, -1.088], [0.001, -0.041, -0.059], [-0.055, -0.010, 0.052], [-0.040, -0.007, 0.035], [-0.067, -1.887, -2.014], [-0.811, -0.096, 0.401], [0.053, 1.774, 0.881], [0.542, -0.355, -0.456], [0.111, -0.263, -0.030], [0.094, -0.214, -0.099], [-0.122, -0.127, -0.157]]}

4.
{"formula": "C7H13NSi", "method": "the ωB97M-V functional and the def2-TZVPD basis", "max_force_ev_per_a": 3.38, "smiles": "C=C[Si](C#N)(CC)CC", "energy_ev": -16836.2752, "elements": ["C", "C", "Si", "C", "N", "C", "C", "C", "C", "H", "H", "H", "H", "H", "H", "H", "H", "H", "H", "H", "H", "H"], "xyz": [[-1.369410, 2.376467, 1.066378], [-1.685996, 1.076486, 1.187886], [-0.807776, -0.082677, -0.051029], [-2.006032, -1.284260, -0.744408], [-2.752645, -1.992102, -1.253654], [0.428262, -1.141273, 1.181758], [1.012047, -2.428728, 0.582110], [0.070215, 0.800176, -1.547064], [1.558788, 1.169817, -1.266474], [-1.679961, 3.120669, 1.811202], [-0.554997, 2.537504, 0.354450], [-2.557829, 0.728506, 1.780454], [1.270944, -0.634455, 1.549798], [-0.082475, -1.391085, 2.059222], [0.326083, -3.119990, 0.050506], [1.747774, -2.213632, -0.319974], [1.566590, -2.984834, 1.365016], [-0.009261, -0.054355, -2.382462], [-0.367458, 1.739016, -1.833220], [1.632145, 1.880223, -0.513911], [2.167410, 0.322292, -0.964944], [2.093578, 1.576237, -2.111640]], "forces_ev_per_a": [[0.643, -1.252, 0.914], [-0.959, 0.039, -1.435], [1.890, 0.407, 2.098], [-0.146, -0.103, -0.171], [-0.207, -0.253, -0.082], [-0.871, -0.416, -3.237], [1.337, -0.335, -2.197], [0.874, -2.493, -0.248], [-0.288, -1.834, -1.030], [-0.017, -0.002, -0.766], [-0.303, 0.912, 0.313], [0.897, 0.249, 0.018], [1.040, 1.511, 0.166], [-1.402, -0.348, 1.266], [-0.143, 0.384, 0.821], [-1.033, -0.117, 1.983], [-0.235, 0.151, -0.607], [0.143, 2.210, 1.452], [-0.923, -0.003, -0.444], [0.037, 1.384, 1.581], [-0.104, -0.289, 0.205], [-0.230, 0.197, -0.599]]}

5.
{"formula": "C7H13O", "method": "the ωB97M-V functional and the def2-TZVPD basis", "max_force_ev_per_a": 1.02, "smiles": "C=C(C)CCCC[O-]", "charge": -1, "energy_ev": -9515.9473, "elements": ["C", "C", "C", "C", "C", "C", "C", "O", "H", "H", "H", "H", "H", "H", "H", "H", "H", "H", "H", "H", "H"], "xyz": [[1.145942, -1.613070, 1.980483], [0.599704, -1.513851, 0.777503], [1.074246, -2.391815, -0.344543], [-0.563087, -0.623429, 0.469488], [-0.398623, 0.358238, -0.722270], [-0.157141, 1.815561, -0.338434], [-1.196585, 2.852831, -0.891128], [-0.763098, 3.569741, -1.946551], [1.978054, -2.272074, 2.191096], [0.816809, -1.003093, 2.824313], [1.498153, -1.844359, -1.183053], [0.211508, -2.931186, -0.741752], [1.843176, -3.094563, -0.019442], [-1.446799, -1.234750, 0.274773], [-0.829510, -0.051236, 1.362545], [-1.279035, 0.192112, -1.343585], [0.446816, -0.005112, -1.319257], [0.826486, 2.146436, -0.654655], [-0.165329, 1.904309, 0.752222], [-1.511228, 3.486724, -0.006481], [-2.130449, 2.252590, -1.121275]], "forces_ev_per_a": [[0.110, 0.391, 0.657], [0.063, -0.180, -0.224], [0.046, -0.166, -0.078], [-0.348, 0.539, 0.246], [0.598, -0.830, 0.019], [-0.534, 0.201, 0.299], [0.010, 0.352, -0.570], [-0.088, -0.262, 0.278], [0.039, -0.141, -0.121], [-0.045, -0.081, -0.294], [-0.052, 0.266, -0.019], [0.066, -0.190, -0.065], [-0.145, -0.077, 0.091], [0.046, -0.370, -0.062], [0.110, -0.009, 0.024], [-0.069, 0.597, -0.167], [-0.150, 0.080, -0.078], [0.109, 0.134, -0.211], [0.027, -0.155, 0.197], [0.128, -0.053, -0.079], [0.080, -0.046, 0.157]]}

6.
{"formula": "C7H13OP", "method": "the ωB97M-V functional and the def2-TZVPD basis", "max_force_ev_per_a": 4.21, "energy_ev": -18802.9926, "elements": ["C", "C", "C", "C", "C", "C", "C", "O", "P", "H", "H", "H", "H", "H", "H", "H", "H", "H", "H", "H", "H", "H"], "xyz": [[2.790502, 0.639369, 1.144883], [-0.435659, 2.583725, -1.778383], [1.962506, 0.317420, 0.131297], [0.258419, 1.469141, -1.445799], [-2.268904, -0.888922, 0.132500], [-0.224393, -2.268763, 1.007545], [-0.833482, -1.244171, 0.044238], [-0.071098, 1.785565, 1.301517], [0.283983, 0.855342, 0.194061], [3.752278, 0.250125, 1.001659], [2.348855, 1.211581, 1.906645], [-0.594083, 3.069459, -2.740785], [-1.148138, 3.031545, -1.130424], [2.048241, -0.318430, -0.715666], [0.712707, 0.868618, -2.292414], [-2.548946, -0.086070, 0.941238], [-2.470071, -0.268471, -0.783755], [-2.856744, -1.822588, 0.369857], [-0.460444, -3.299123, 0.587463], [-0.718614, -2.133276, 2.070209], [0.826971, -2.203172, 1.017571], [-0.353885, -1.548903, -0.963457]], "forces_ev_per_a": [[-1.546, -1.354, -3.126], [-0.227, -1.062, -0.297], [-0.417, 0.483, 2.149], [-1.440, 1.267, -3.016], [-0.961, 1.630, 0.575], [-3.127, -0.112, 1.118], [3.849, 1.594, -0.605], [-0.273, -0.312, -0.407], [-1.031, -2.498, 0.842], [1.596, -0.031, 0.854], [0.218, 0.758, 1.194], [0.831, -0.667, -0.336], [0.059, 0.392, 1.380], [1.188, -0.537, -0.561], [-0.140, 0.788, 1.279], [0.936, -1.740, -0.902], [-0.657, -1.288, 0.465], [0.051, 1.113, -0.836], [0.022, 1.046, 0.734], [1.292, -0.502, -1.944], [1.281, 0.212, 0.381], [-1.503, 0.822, 1.059]]}

7.
{"formula": "C7H14", "method": "the ωB97M-V functional and the def2-TZVPD basis", "max_force_ev_per_a": 2.40, "smiles": "C/C=C(\\C)CCC", "energy_ev": -7484.9839, "elements": ["C", "C", "C", "C", "C", "C", "C", "H", "H", "H", "H", "H", "H", "H", "H", "H", "H", "H", "H", "H", "H"], "xyz": [[0.466512, -0.452576, -2.794889], [0.178432, -0.564048, -1.299502], [0.579890, 0.344495, -0.414510], [1.242642, 1.648812, -0.761826], [-0.208249, 0.512466, 0.901307], [-0.651470, -0.815280, 1.504227], [-1.477028, -0.701140, 2.772190], [0.558154, -1.447309, -3.229291], [-0.427343, 0.020084, -3.212393], [1.366871, 0.111634, -3.012626], [-0.488745, -1.397449, -1.105794], [0.499359, 2.404939, -1.004523], [1.888516, 1.918121, 0.065255], [1.917903, 1.648657, -1.596842], [-0.971618, 1.238343, 0.638366], [0.578493, 0.932595, 1.535742], [0.308008, -1.334111, 1.613987], [-1.207426, -1.445273, 0.804394], [-1.347594, 0.222841, 3.323211], [-2.533048, -0.601383, 2.513656], [-1.332769, -1.521682, 3.472085]], "forces_ev_per_a": [[-0.184, -0.498, 0.920], [0.887, 0.150, -1.437], [-2.357, 0.409, -0.187], [0.701, -0.565, -0.103], [1.749, -1.009, -0.738], [0.346, 0.032, -0.248], [-0.518, 0.402, 0.149], [0.027, 0.024, -0.163], [0.244, 0.093, -0.360], [-0.076, 0.160, -0.133], [0.064, 0.193, 0.589], [-0.098, 0.221, 0.422], [-0.187, 0.587, 0.363], [0.207, -0.413, -0.650], [-0.309, 0.144, 0.520], [-0.714, 0.394, 0.628], [-0.258, -0.219, 0.523], [-0.007, 0.276, -0.100], [0.732, 0.246, 0.168], [-0.123, -0.510, -0.058], [-0.126, -0.116, -0.104]]}

8.
{"formula": "C7H14", "method": "the ωB97M-V functional and the def2-TZVPD basis", "max_force_ev_per_a": 0.20, "energy_ev": -7482.1181, "elements": ["C", "C", "C", "C", "C", "C", "C", "H", "H", "H", "H", "H", "H", "H", "H", "H", "H", "H", "H", "H", "H"], "xyz": [[-0.592921, 1.383532, 1.954083], [-1.021629, 0.245810, 1.057204], [-1.009239, 0.491758, -0.458051], [-0.419109, -0.832582, -0.933597], [0.355676, -0.785325, -2.244830], [0.413547, -1.184606, 0.320208], [1.706146, -0.414872, 0.414770], [0.430232, 1.700543, 1.721027], [-1.246451, 2.252663, 1.797718], [-0.639280, 1.115206, 3.014425], [-1.972340, -0.198344, 1.377074], [-1.990635, 0.762603, -0.870654], [-0.319655, 1.314237, -0.686247], [-1.218978, -1.579502, -1.038837], [1.134699, -0.014309, -2.229531], [0.837096, -1.748156, -2.454165], [-0.317996, -0.561932, -3.080171], [-0.376416, -0.805155, 1.291181], [2.083696, -0.389920, 1.442196], [1.739064, 0.606800, -0.003733], [2.434481, -1.005489, -0.160559]], "forces_ev_per_a": [[0.066, -0.016, 0.015], [-0.097, 0.129, -0.049], [0.040, 0.054, -0.029], [-0.088, -0.031, -0.037], [0.059, 0.008, 0.002], [0.075, 0.130, -0.132], [0.035, 0.035, 0.056], [-0.144, -0.042, 0.022], [0.076, -0.141, -0.006], [0.006, 0.026, -0.152], [0.158, -0.006, -0.019], [0.141, -0.035, 0.056], [-0.080, -0.109, 0.021], [0.099, 0.101, 0.040], [-0.115, -0.110, 0.015], [-0.075, 0.129, 0.032], [0.084, -0.026, 0.125], [0.011, -0.013, 0.044], [-0.054, 0.000, -0.143], [-0.051, -0.129, 0.064], [-0.147, 0.048, 0.075]]}

no.,HOMO level (eV),HOMO-LUMO gap (eV)
1,-9.64,9.6
2,-8.61,9.6
3,-9.18,9.6
4,-10.11,11.0
5,-2.07,5.4
6,-8.45,8.8
7,-8.87,10.0
8,-7.25,8.3